The following is a DFT calculation (ωB97M-V/def2-TZVPD) of a molecular structure, C48H58AsGe2IrN3S at a distorted geometry.

Summary:
- M (g mol⁻¹) = 1121.4
- LUMO (alpha / beta) (eV) = -5.76 / -6.70
- calculated total energy (a.u.) = -8919.762398
- net charge = +2
- Kohn-Sham gap (alpha / beta) (hartree) = 0.25975 / 0.22741
- multiplicity = 2
- HOMO energy (alpha / beta) (eV) = -12.83 / -12.89
- energy above the lowest of the compared OMol25 structures with the same formula, charge and spin (kcal per mole) = 0.00

Each line ends with the Mulliken spin population.
Cartesian coordinates (Å):
Ir: 0.6275 0.6757 0.2837  0.71
S: -1.4941 -0.4739 0.0687  0.08
C: -2.2625 -0.1847 -1.5279  -0.01
C: -3.6449 -0.3456 -1.5864  0.00
C: -4.2916 -0.2868 -2.8106  0.00
C: -3.5612 -0.0683 -3.9719  0.00
C: -2.1940 0.1450 -3.8985  0.00
C: -1.5358 0.1131 -2.6720  0.02
As: 0.3119 0.6808 -2.5509  0.02
C: 1.1173 -0.0854 -4.1530  0.00
C: 1.7180 -1.3430 -4.1209  0.00
C: 2.2177 -1.9172 -5.2800  0.00
C: 2.1207 -1.2409 -6.4870  0.00
C: 1.5198 0.0073 -6.5291  0.00
C: 1.0190 0.5853 -5.3709  0.00
C: 0.0912 2.5231 -3.1396  0.00
C: 1.2104 3.2094 -3.6074  0.01
C: 1.1039 4.5299 -4.0159  0.00
C: -0.1251 5.1766 -3.9558  0.00
C: -1.2414 4.4960 -3.4936  0.00
C: -1.1366 3.1722 -3.0867  0.00
H: -4.2077 -0.5261 -0.6789  0.00
H: -5.3642 -0.4188 -2.8567  0.00
H: -4.0606 -0.0392 -4.9308  0.00
H: -1.6367 0.3607 -4.8020  0.00
H: 1.7999 -1.9005 -3.2029  -0.01
H: 2.6823 -2.8936 -5.2390  0.00
H: 2.5108 -1.6867 -7.3920  0.00
H: 1.4362 0.5386 -7.4678  0.00
H: 0.5517 1.5587 -5.4309  0.00
H: 2.1716 2.7102 -3.6834  0.00
H: 1.9738 5.0491 -4.3967  0.00
H: -0.2129 6.2037 -4.2845  0.00
H: -2.2028 4.9918 -3.4565  0.00
H: -2.0215 2.6563 -2.7354  0.00
C: 1.0727 -0.4734 5.4429  0.00
C: 1.5717 -0.3217 4.0030  0.00
Ge: 0.1061 -0.3085 2.6658  0.10
C: -1.6096 0.5290 3.1961  0.00
C: -1.8451 0.8131 4.6778  0.00
C: -0.1205 -2.2493 2.5248  -0.01
C: -0.2521 -3.1710 1.5655  0.01
Ge: -1.2570 -2.8018 -0.0753  -0.01
C: -3.1220 -3.4022 0.0289  0.00
C: -3.4343 -4.8256 -0.4449  0.00
C: -0.3838 -3.0676 -1.8046  0.01
C: 0.6483 -4.1959 -1.8624  0.00
C: 0.0989 -4.6015 1.8108  0.00
C: 0.9548 -4.9819 2.8508  0.00
C: 1.2651 -6.3127 3.0671  0.00
C: 0.7451 -7.2982 2.2377  0.00
C: -0.0718 -6.9385 1.1793  0.00
C: -0.3793 -5.6034 0.9685  0.00
H: 1.9159 -0.6914 6.0994  0.00
H: 0.3581 -1.2916 5.5582  0.00
H: 0.6009 0.4357 5.8077  0.00
H: 2.1862 -1.1956 3.7715  0.00
H: 2.2043 0.5591 3.9133  0.00
H: -2.3624 -0.1712 2.8272  0.00
H: -1.7521 1.4444 2.6265  0.00
H: -1.7268 -0.0758 5.2955  0.00
H: -2.8620 1.1783 4.8271  0.00
H: -1.1648 1.5770 5.0565  0.00
H: 0.1710 -2.6403 3.5023  0.00
H: -3.6793 -2.7036 -0.5988  0.00
H: -3.4621 -3.2449 1.0539  0.00
H: -2.9486 -5.0606 -1.3957  0.00
H: -4.5076 -4.9356 -0.5995  0.00
H: -3.1379 -5.5750 0.2841  0.00
H: 0.0850 -2.1135 -2.0472  0.00
H: -1.1629 -3.2098 -2.5568  0.00
H: 1.3198 -4.1880 -1.0010  0.00
H: 1.2575 -4.1220 -2.7653  0.00
H: 0.1709 -5.1748 -1.8865  0.00
H: 1.4054 -4.2316 3.4870  0.00
H: 1.9261 -6.5840 3.8792  0.00
H: 0.9903 -8.3378 2.4074  0.00
H: -0.4683 -7.6959 0.5157  0.00
H: -1.0095 -5.3544 0.1248  0.00
C: 2.8824 -1.2283 0.9060  0.05
N: 2.7239 0.0243 0.1042  -0.10
C: 3.2163 -0.3208 -1.2529  0.07
C: 3.6482 1.0510 0.6694  -0.01
C: 2.9470 1.8419 1.7197  0.02
C: 3.6657 2.6482 2.5939  0.00
C: 3.0067 3.4499 3.5084  0.01
C: 1.6199 3.4512 3.5325  -0.01
C: 0.9012 2.6463 2.6615  -0.01
C: 1.5493 1.8135 1.7479  0.07
H: 3.8921 -1.6205 0.7572  0.00
H: 2.1558 -1.9723 0.5859  -0.02
H: 2.7502 -1.0030 1.9576  -0.02
H: 4.2590 -0.6380 -1.1746  0.00
H: 3.1557 0.5373 -1.9199  -0.01
H: 2.6256 -1.1378 -1.6482  0.00
H: 3.9806 1.6935 -0.1511  0.01
H: 4.5374 0.5389 1.0471  0.00
H: 4.7489 2.6494 2.5548  0.00
H: 3.5677 4.0750 4.1895  0.00
H: 1.0912 4.0834 4.2344  0.00
H: -0.1767 2.6815 2.7054  0.00
N: 1.5642 3.6723 -0.4850  0.00
C: 0.2494 3.7178 -0.1734  -0.01
C: -0.3734 4.9743 -0.0321  0.00
C: -1.6918 5.0482 0.3016  0.00
C: -2.4135 3.8601 0.4821  0.00
C: -1.7529 2.6760 0.3457  -0.02
N: -0.4304 2.5691 0.0300  0.01
H: 1.9940 4.5142 -0.8286  0.00
H: 1.9460 2.8069 -0.8258  0.01
H: 0.2204 5.8644 -0.1898  0.00
H: -2.1723 6.0105 0.4188  0.00
H: -3.4637 3.8632 0.7339  0.00
H: -2.2798 1.7474 0.4902  0.00

Atoms 1-6, force components in eV/Å:
1.1 0.3 -1.0
-0.2 -0.1 0.0
0.1 0.0 0.1
0.0 0.0 0.0
0.0 0.0 0.0
0.0 0.0 0.0


The following is a DFT calculation (ωB97M-V/def2-TZVPD) of 11 unconnected molecules or ions with the total composition C48H58F32O18 at a distorted geometry.

Summary:
- M (g mol⁻¹) = 1530.9
- LUMO (eV) = -0.64
- calculated total energy (a.u.) = -6413.809207
- SMILES = FC(F)C(F)(F)COC(F)(F)C(F)F.FC(F)C(F)(F)COC(F)(F)C(F)F.FC(F)C(F)(F)COC(F)(F)C(F)F.FC(F)C(F)(F)COC(F)(F)C(F)F.O=C1CCCO1.O=C1CCCO1.O=C1CCCO1.O=C1CCCO1.O=C1CCCO1.O=C1CCCO1.O=C1CCCO1
- Kohn-Sham gap (hartree) = 0.32815
- multiplicity = 1
- HOMO energy (eV) = -9.57
- energy above the lowest of the compared OMol25 structures with the same formula, charge and spin (kcal per mole) = 0.00

Each line ends with the Löwdin charge.
Cartesian coordinates (Å):
O: -11.2054 27.8719 7.9377  0.10
C: -11.2839 27.1930 8.9573  -0.49
O: -11.6824 25.9289 8.9486  0.05
C: -11.4820 25.2941 10.1907  -0.13
C: -10.5929 26.2914 10.9921  -0.15
C: -10.7261 27.5677 10.2675  -0.10
H: -11.1366 24.2658 10.0837  0.12
H: -12.4423 25.3200 10.7057  0.11
H: -9.5435 25.9970 11.0046  0.12
H: -11.0174 26.4531 11.9829  0.10
H: -9.7765 28.0727 10.0902  0.14
H: -11.3986 28.2591 10.7754  0.13
O: -12.5752 24.5000 13.3683  0.09
C: -13.4713 25.0062 14.0429  -0.43
O: -14.7401 25.1459 13.6691  0.04
C: -15.4871 25.5081 14.7943  -0.20
C: -14.7169 25.1714 16.0244  -0.14
C: -13.2865 25.4935 15.5023  -0.03
H: -16.4271 24.9581 14.8380  0.12
H: -15.6970 26.5777 14.8027  0.14
H: -14.8071 24.1323 16.3411  0.09
H: -15.0426 25.7796 16.8683  0.13
H: -12.4818 24.9122 15.9526  0.11
H: -12.9189 26.5176 15.5677  0.13
O: -17.5334 22.4516 9.9491  0.08
C: -17.6850 23.6338 10.2823  -0.46
O: -18.3507 24.5065 9.5614  0.06
C: -18.4739 25.7709 10.2045  -0.12
C: -17.2714 25.7399 11.1577  -0.16
C: -16.9550 24.2961 11.4613  -0.06
H: -19.4458 25.8125 10.6962  0.12
H: -18.3112 26.6626 9.5991  0.11
H: -17.2445 26.5116 11.9270  0.12
H: -16.3824 26.1026 10.6417  0.11
H: -17.5624 24.0544 12.3335  0.10
H: -15.8920 24.1622 11.6617  0.11
O: -14.4668 16.7621 8.3706  0.06
C: -15.4543 17.5120 8.6018  -0.46
O: -15.7896 17.8397 9.8521  0.03
C: -17.0110 18.5994 9.9295  -0.14
C: -17.2353 19.0077 8.5185  -0.15
C: -16.4489 18.0165 7.6471  -0.05
H: -16.7905 19.3473 10.6912  0.11
H: -17.8565 18.0107 10.2853  0.12
H: -16.8849 20.0341 8.4092  0.10
H: -18.2837 19.1337 8.2482  0.12
H: -15.9165 18.5423 6.8545  0.13
H: -17.0986 17.2243 7.2753  0.14
O: -20.3853 19.4520 11.0665  0.10
C: -20.3492 20.6124 11.4442  -0.49
O: -21.2498 21.4862 11.0683  0.08
C: -20.9644 22.7700 11.5988  -0.12
C: -20.1398 22.4490 12.8705  -0.14
C: -19.4782 21.1567 12.5232  -0.09
H: -21.9029 23.1535 11.9991  0.12
H: -20.6004 23.6036 10.9983  0.11
H: -20.7152 22.4396 13.7962  0.10
H: -19.3565 23.1892 13.0341  0.09
H: -19.4596 20.5161 13.4049  0.12
H: -18.4440 21.2785 12.2010  0.11
O: -12.9906 27.3992 5.9527  0.10
C: -14.1622 27.5511 6.3177  -0.46
O: -14.9190 28.4531 5.6992  0.06
C: -16.1511 28.5998 6.4196  -0.15
C: -16.3501 27.3105 7.2279  -0.16
C: -14.9410 26.8287 7.3792  -0.09
H: -16.9952 28.8138 5.7640  0.12
H: -16.1791 29.3842 7.1759  0.12
H: -16.9637 26.5508 6.7436  0.12
H: -16.7101 27.5431 8.2301  0.09
H: -14.8335 25.7444 7.3510  0.12
H: -14.5179 27.1495 8.3311  0.12
O: -18.0163 15.8052 17.1328  0.07
C: -17.9329 16.2070 15.9691  -0.53
O: -16.8142 16.5073 15.4580  0.07
C: -16.8968 16.9773 14.1054  -0.13
C: -18.3440 17.3472 13.9080  -0.14
C: -19.0530 16.4405 14.9532  -0.04
H: -16.4605 16.1996 13.4785  0.14
H: -16.3125 17.8876 13.9708  0.09
H: -18.6056 17.0765 12.8851  0.11
H: -18.6137 18.3915 14.0655  0.10
H: -19.4949 15.5308 14.5470  0.13
H: -19.8414 17.0327 15.4178  0.12
C: -13.4917 22.1057 11.0885  -0.03
C: -13.3219 21.7659 9.5893  -0.44
C: -14.5126 22.1930 8.7210  -0.33
F: -14.7602 23.4998 8.8892  0.10
F: -14.4119 21.9436 7.4283  0.14
F: -12.2061 22.3487 9.1960  0.15
F: -12.9967 20.4341 9.5743  0.11
O: -14.5630 21.3558 11.7195  0.03
C: -14.1832 20.4844 12.7774  -0.54
C: -15.3046 20.4536 13.7740  -0.35
F: -16.4531 19.9911 13.2854  0.10
F: -15.1202 19.7372 14.8738  0.14
F: -13.8002 19.3395 12.2623  0.21
F: -13.1312 20.9492 13.4617  0.15
H: -13.6429 23.1708 11.2638  0.11
H: -12.4878 21.9378 11.4784  0.14
H: -15.4045 21.7139 9.1247  0.14
H: -15.5278 21.4943 14.0092  0.16
C: -20.9295 22.1662 17.5199  -0.09
C: -21.8579 21.2315 16.7633  -0.49
C: -23.1421 20.9238 17.6046  -0.29
F: -24.2949 20.7942 16.8628  0.07
F: -23.0572 19.7929 18.2793  0.12
F: -22.1399 21.7900 15.5862  0.13
F: -21.2299 20.1171 16.4326  0.15
O: -19.7474 22.3884 16.7956  0.01
C: -18.5735 21.9155 17.5006  -0.46
C: -17.3873 22.3445 16.5337  -0.30
F: -16.2082 21.8841 16.8565  0.12
F: -17.5902 21.8816 15.2782  0.10
F: -18.5219 22.4287 18.6753  0.22
F: -18.5995 20.5102 17.6024  0.12
H: -20.7763 21.7039 18.4951  0.15
H: -21.4260 23.1228 17.6821  0.15
H: -23.3583 21.7023 18.3361  0.16
H: -17.2331 23.4196 16.6258  0.16
C: -8.8619 19.0729 8.6515  -0.02
C: -9.1776 18.7768 10.1279  -0.39
C: -9.9576 19.9339 10.7867  -0.30
F: -10.4337 19.7002 12.0209  0.10
F: -9.1967 21.0470 10.9591  0.08
F: -9.9107 17.6096 10.2170  0.11
F: -7.9719 18.5279 10.7564  0.10
O: -10.0748 19.2410 7.8509  0.00
C: -10.4344 18.2685 6.8827  -0.53
C: -11.9155 18.6023 6.4228  -0.36
F: -12.0540 19.8312 6.0093  0.13
F: -12.4370 17.8086 5.5152  0.14
F: -9.5417 18.1483 5.8559  0.14
F: -10.5363 17.1497 7.4896  0.20
H: -8.1793 18.3164 8.2643  0.15
H: -8.3761 20.0370 8.5014  0.15
H: -10.8108 20.1364 10.1393  0.14
H: -12.5559 18.5225 7.3012  0.15
C: -10.6389 21.8495 15.3647  -0.06
C: -11.3367 21.0929 16.4828  -0.48
C: -12.5776 21.8351 17.0578  -0.32
F: -12.1088 22.8955 17.6885  0.12
F: -13.4806 22.1181 16.1056  0.09
F: -11.8154 19.9549 16.0140  0.15
F: -10.5112 20.7011 17.4480  0.16
O: -9.6117 22.7396 15.7430  0.03
C: -8.6099 23.1042 14.7763  -0.49
C: -9.1678 23.7840 13.5105  -0.33
F: -8.2667 24.4825 12.8553  0.14
F: -9.7547 23.0080 12.5837  0.09
F: -7.7619 23.9123 15.3872  0.18
F: -7.7992 22.0592 14.4627  0.14
H: -11.4090 22.4846 14.9268  0.12
H: -10.2653 21.2342 14.5462  0.15
H: -13.1136 21.2643 17.8161  0.18
H: -9.9848 24.4203 13.8509  0.15

Atoms 1-6, force components in eV/Å:
-0.6 -1.2 2.1
1.3 2.0 -3.4
-0.5 -0.9 -1.1
-0.3 1.1 1.5
0.2 -1.3 0.8
0.1 1.3 0.1


Among the records above, which one has the highest M?
C48H58F32O18